No. 1
{
  "formula": "C28H56N17O31",
  "method": "ωB97M-V with the def2-TZVPD basis set",
  "species": ["C", "C", "O", "N", "C", "C", "C", "N", "C", "C", "C", "C", "N", "C", "C", "C", "C", "C", "O", "O", "H", "H", "H", "H", "H", "H", "H", "H", "H", "H", "H", "H", "H", "H", "C", "N", "O", "O", "H", "H", "H", "C", "N", "O", "O", "H", "H", "H", "C", "N", "O", "O", "H", "H", "H", "C", "N", "O", "O", "H", "H", "H", "C", "N", "O", "O", "H", "H", "H", "C", "N", "O", "O", "H", "H", "H", "C", "N", "O", "O", "H", "H", "H", "C", "N", "O", "O", "H", "H", "H", "C", "N", "O", "O", "H", "H", "H", "C", "N", "O", "O", "H", "H", "H", "C", "N", "O", "O", "H", "H", "H", "C", "N", "O", "O", "H", "H", "H", "C", "N", "O", "O", "H", "H", "H", "C", "N", "O", "O", "H", "H", "H"],
  "xyz": [[2.400761, -1.780329, 1.537639], [3.150760, -0.522630, 1.042911], [4.274101, -0.339370, 1.412618], [2.468692, 0.418748, 0.102899], [2.769812, -0.147352, -1.223513], [1.094252, 0.359147, 0.411894], [0.134321, -0.172366, -0.427630], [-1.154598, -0.232992, -0.063522], [-1.589826, 0.221256, 1.110593], [-3.011777, 0.103912, 1.519655], [-3.383797, -0.733069, 2.579526], [-4.714197, -0.832996, 2.933816], [-5.781576, -0.201390, 2.430759], [-5.360709, 0.613885, 1.452400], [-4.084384, 0.801498, 0.949472], [-0.708056, 0.792430, 2.004016], [0.630064, 0.866894, 1.643728], [1.557850, 1.533785, 2.673228], [1.954562, 2.643996, 2.488249], [1.821725, 0.775300, 3.771516], [3.096547, -2.568408, 1.865225], [1.754246, -2.204394, 0.754676], [1.806910, -1.451237, 2.405930], [2.364164, 0.427122, -2.064710], [2.445366, -1.204206, -1.274660], [3.858235, -0.180527, -1.373139], [0.376060, -0.595238, -1.401438], [-1.854637, -0.641415, -0.677003], [-2.628258, -1.302744, 3.121318], [-4.942640, -1.530646, 3.749389], [-6.153259, 1.215856, 0.989528], [-3.916341, 1.494148, 0.124100], [-1.036759, 1.164811, 2.973760], [1.070681, 0.963386, 4.377246], [2.228471, 1.248523, -5.385895], [1.791274, -0.160316, -5.212981], [2.042641, -0.943763, -6.104929], [1.207137, -0.433933, -4.182179], [2.731127, 1.343312, -6.342211], [1.339784, 1.872821, -5.354060], [2.905390, 1.485097, -4.570230], [-1.578994, 0.632188, 7.150839], [-1.474377, 1.226608, 5.798037], [-0.866174, 0.592983, 4.937794], [-1.993550, 2.298675, 5.621756], [-1.069867, -0.324892, 7.149714], [-1.107572, 1.319471, 7.848674], [-2.634666, 0.507938, 7.370203], [-7.785676, 1.982446, 3.722557], [-8.046516, 3.022973, 4.750532], [-8.461306, 4.098375, 4.373302], [-7.822104, 2.717865, 5.906526], [-8.025828, 2.389221, 2.745588], [-6.734485, 1.719997, 3.782687], [-8.418769, 1.128975, 3.951263], [-12.507659, 1.203809, 4.854936], [-11.280380, 0.628438, 4.240824], [-10.256459, 0.649498, 4.900319], [-11.383816, 0.177280, 3.122313], [-12.261792, 1.565269, 5.847229], [-12.841043, 2.017352, 4.216859], [-13.250377, 0.412493, 4.902471], [3.123390, -6.270001, 1.418548], [2.567894, -4.970243, 1.879407], [3.219086, -4.330094, 2.686296], [1.497011, -4.635502, 1.418174], [4.074698, -6.434302, 1.912070], [2.408384, -7.043251, 1.685792], [3.249709, -6.205706, 0.341630], [5.873312, -2.827391, -0.976948], [4.516689, -3.227389, -1.443349], [3.947466, -4.110985, -0.832676], [4.066918, -2.639046, -2.405806], [6.137182, -3.433542, -0.117582], [6.564014, -2.996522, -1.798510], [5.830964, -1.774266, -0.709402], [3.277513, 5.374668, 3.621807], [3.032340, 6.413421, 4.658947], [2.622464, 7.490624, 4.295103], [3.263718, 6.091797, 5.810816], [3.031202, 5.786785, 2.649600], [4.328786, 5.103131, 3.671728], [2.641842, 4.527355, 3.852461], [1.933053, -4.024522, -7.651306], [1.862391, -4.461335, -9.069913], [2.417589, -5.496813, -9.367719], [1.245803, -3.744339, -9.834568], [2.506118, -4.754249, -7.090504], [2.418515, -3.052880, -7.630437], [0.914655, -3.963596, -7.278133], [-1.139494, -6.597076, -10.439653], [-1.669793, -6.663310, -9.049173], [-0.887787, -6.461456, -8.139523], [-2.847499, -6.914765, -8.920838], [-0.080093, -6.365444, -10.397812], [-1.306739, -7.567298, -10.898780], [-1.686712, -5.816774, -10.960812], [5.522559, 4.470015, -3.171474], [4.660850, 3.699384, -4.104314], [3.690866, 3.124658, -3.639374], [4.981193, 3.688296, -5.273347], [5.112340, 4.383739, -2.171194], [6.522471, 4.036658, -3.224663], [5.523900, 5.505508, -3.501292], [-6.020375, 1.032526, 6.056573], [-5.043947, 0.413412, 6.994873], [-4.269318, -0.424569, 6.550720], [-5.078435, 0.782284, 8.145534], [-5.870564, 0.606822, 5.070042], [-7.017487, 0.812068, 6.426400], [-5.834748, 2.103040, 6.050388], [8.013956, 1.611141, -5.125541], [8.346974, 1.964689, -3.717762], [8.705844, 1.074232, -2.981830], [8.232945, 3.137561, -3.405489], [8.160315, 0.545024, -5.258151], [6.975867, 1.885895, -5.296420], [8.679474, 2.177739, -5.770709], [-1.198974, -0.885351, -7.508498], [-1.668174, 0.453879, -7.053686], [-0.990088, 1.043699, -6.228745], [-2.695945, 0.866630, -7.536910], [-0.273547, -1.123736, -6.995208], [-1.975894, -1.603846, -7.261944], [-1.042959, -0.829837, -8.582317], [3.348112, 2.875169, 6.158079], [2.149792, 2.608826, 6.992178], [1.118375, 2.299436, 6.409284], [2.269174, 2.717284, 8.186656], [3.081274, 2.735380, 5.116682], [3.655827, 3.901911, 6.344826], [4.121003, 2.171171, 6.455334]],
  "atomic_forces_ev_per_a": [[0.0, 0.8, -0.6], [0.6, -1.0, 1.1], [-0.2, 0.6, -0.7], [-0.4, -1.4, 0.4], [0.8, -0.4, -0.5], [-0.4, 0.7, 0.1], [0.5, -0.3, -0.9], [-0.3, 0.2, 0.2], [-1.0, 0.4, 1.1], [-1.3, -0.4, 0.1], [0.9, 0.3, -0.5], [-0.8, -1.5, 1.8], [2.4, 0.5, -0.8], [-1.8, 1.0, -0.8], [1.0, -0.1, -0.2], [0.7, 0.0, -0.5], [0.4, 0.1, 0.6], [0.0, 0.1, -0.6], [0.0, -0.3, 0.1], [-0.6, 0.6, -0.4], [-0.2, 0.9, -0.2], [0.0, 0.2, 0.4], [0.0, -0.4, -0.3], [-0.2, -0.1, 0.4], [-0.1, 0.4, -0.3], [-0.3, 0.2, 0.2], [-0.1, 0.2, 0.2], [0.3, 0.0, -0.1], [-0.3, 0.1, -0.1], [0.1, 0.3, -0.2], [0.3, -0.2, 0.1], [-0.2, -0.1, 0.2], [-0.1, -0.2, -0.4], [0.3, -0.4, 0.5], [0.1, -0.1, -0.1], [0.0, 0.4, -0.2], [-0.2, -0.2, 0.1], [0.0, -0.2, 0.0], [0.0, -0.1, 0.0], [0.0, -0.1, 0.1], [-0.2, 0.0, -0.1], [0.2, -0.2, 0.3], [-0.1, 0.1, 0.6], [0.1, 0.1, -0.1], [0.1, -0.2, -0.3], [0.0, 0.0, -0.1], [0.0, 0.1, -0.1], [0.2, 0.1, 0.1], [0.0, 0.0, -0.3], [-0.3, 0.2, -0.3], [0.1, -0.1, 0.1], [-0.9, 0.8, -0.3], [0.0, 0.1, 0.1], [-0.2, 0.1, -0.1], [0.2, 0.0, 0.0], [0.0, 0.1, 0.3], [-0.2, 0.0, 0.0], [-0.1, -0.1, 0.0], [0.1, 0.0, 0.1], [0.1, 0.0, 0.0], [0.0, -0.1, -0.1], [0.0, 0.0, -0.1], [0.2, -0.2, 0.0], [0.2, -0.3, 0.1], [-0.2, -0.4, 0.0], [0.0, 0.1, 0.1], [0.0, 0.1, 0.0], [-0.1, 0.1, -0.1], [-0.1, 0.0, 0.0], [0.1, -0.1, 0.1], [0.2, 0.0, 0.0], [-0.1, 0.1, -0.1], [0.0, -0.1, 0.1], [-0.1, 0.0, 0.0], [-0.1, 0.1, 0.0], [0.0, 0.0, -0.1], [0.0, 0.1, -0.2], [0.0, 0.0, -0.1], [0.0, 0.0, 0.1], [0.0, 0.1, 0.0], [0.0, 0.1, 0.1], [0.0, -0.1, 0.1], [0.1, 0.0, 0.0], [0.1, 0.0, 0.2], [0.0, -0.1, 0.1], [-0.1, 0.1, -0.1], [0.0, -0.1, 0.0], [0.0, 0.0, -0.1], [-0.1, 0.0, 0.0], [0.0, 0.1, -0.1], [0.3, 0.0, -0.1], [0.1, 0.0, -0.1], [-0.1, 0.1, 0.1], [0.1, 0.0, 0.1], [0.0, 0.0, 0.1], [-0.1, 0.1, 0.0], [-0.1, -0.1, 0.0], [0.0, 0.1, 0.3], [0.1, 0.2, 0.2], [0.2, 0.2, 0.0], [-0.1, -0.2, 0.0], [-0.1, 0.0, -0.1], [-0.3, 0.3, -0.1], [0.1, -0.1, -0.1], [0.6, -0.6, 0.1], [-0.2, 0.0, -0.2], [-0.2, 0.0, 0.0], [0.2, -0.1, -0.1], [0.1, -0.2, 0.2], [0.3, 0.0, 0.1], [0.1, -0.3, 0.3], [0.0, -0.2, -0.1], [0.1, -0.1, -0.1], [-0.1, 0.1, 0.1], [0.2, -0.3, 0.0], [0.0, 0.0, 0.1], [0.1, 0.2, 0.0], [-0.1, 0.1, 0.0], [0.2, -0.1, 0.1], [0.1, -0.1, 0.0], [0.0, 0.0, 0.0], [0.0, 0.0, 0.1], [0.0, 0.1, 0.0], [-0.1, 0.1, -0.1], [-0.1, 0.0, 0.0], [0.2, 0.0, -0.2], [0.2, 0.1, -0.1], [-0.1, -0.1, 0.1], [-0.2, -0.1, -0.1], [0.0, -0.1, 0.1], [0.0, -0.1, 0.1], [0.0, 0.0, 0.1]],
  "spin_multiplicity": 1,
  "lumo_energy_ev": -3.934,
  "charge": 1
}

No. 2
{
  "formula": "C28H56O7",
  "method": "ωB97M-V with the def2-TZVPD basis set",
  "species": ["C", "C", "C", "O", "C", "H", "H", "H", "H", "H", "H", "H", "H", "C", "C", "C", "O", "C", "H", "H", "H", "H", "H", "H", "H", "H", "C", "C", "C", "O", "C", "H", "H", "H", "H", "H", "H", "H", "H", "C", "C", "C", "O", "C", "H", "H", "H", "H", "H", "H", "H", "H", "C", "C", "C", "O", "C", "H", "H", "H", "H", "H", "H", "H", "H", "C", "C", "C", "O", "C", "H", "H", "H", "H", "H", "H", "H", "H", "C", "C", "C", "O", "C", "H", "H", "H", "H", "H", "H", "H", "H"],
  "xyz": [[-5.998458, 0.549887, 2.585553], [-7.229395, 1.436232, 2.859530], [-7.405196, 2.147295, 1.523564], [-6.084022, 2.412291, 1.123989], [-5.338096, 1.199466, 1.374345], [-6.299871, -0.466755, 2.340556], [-5.257946, 0.561834, 3.385425], [-6.993840, 2.181933, 3.618051], [-8.049850, 0.808356, 3.205632], [-7.909329, 3.118625, 1.579412], [-7.991713, 1.595127, 0.770773], [-4.302277, 1.514270, 1.454070], [-5.385200, 0.636374, 0.432142], [-0.751919, 1.742324, 4.509299], [-1.785221, 2.853288, 4.321834], [-2.454039, 2.370346, 3.041975], [-2.412405, 0.955042, 3.078252], [-1.614965, 0.518938, 4.186970], [-0.303633, 1.697444, 5.502580], [0.061123, 1.905808, 3.797886], [-1.340247, 3.833794, 4.153328], [-2.458282, 2.874911, 5.181078], [-1.876132, 2.845267, 2.237348], [-3.483817, 2.714088, 2.937345], [-0.999119, -0.345618, 3.950641], [-2.263662, 0.289448, 5.036685], [3.102809, 0.446726, 0.381440], [3.939937, -0.836859, 0.387173], [5.295053, -0.399877, -0.200481], [5.249713, 1.046402, -0.286298], [4.187893, 1.484124, 0.522488], [2.359360, 0.443158, 1.175582], [2.623642, 0.541370, -0.594119], [3.540667, -1.596097, -0.284680], [4.145738, -1.225106, 1.384979], [5.468446, -0.821939, -1.192701], [6.182889, -0.613283, 0.401264], [3.880092, 2.482681, 0.196275], [4.481339, 1.620425, 1.576592], [-1.629150, 1.278722, -0.857829], [-1.506001, 0.472965, -2.133290], [-0.368995, -0.549830, -1.916357], [-0.263003, -0.556718, -0.472763], [-1.229432, 0.223522, 0.202871], [-2.624905, 1.667956, -0.643121], [-0.933563, 2.113226, -0.769494], [-1.216714, 1.169073, -2.930461], [-2.435440, 0.042154, -2.503678], [0.621600, -0.187231, -2.194049], [-0.570616, -1.569985, -2.235166], [-0.770179, 0.676486, 1.079278], [-2.052302, -0.430843, 0.502986], [2.849896, -4.713296, -4.242495], [3.746823, -3.505139, -4.562719], [3.080498, -2.334737, -3.813172], [1.726141, -2.721977, -3.711123], [1.469113, -4.080732, -4.090508], [3.274655, -5.215099, -3.371554], [2.882844, -5.425478, -5.067555], [3.627859, -3.341645, -5.637449], [4.802662, -3.631719, -4.330299], [3.174131, -1.434364, -4.419493], [3.485268, -2.213586, -2.804620], [0.881681, -4.082315, -5.008560], [0.873397, -4.494783, -3.278454], [3.080544, 2.817715, -5.212608], [2.826059, 1.925549, -3.981531], [1.415295, 2.314129, -3.637117], [1.367556, 3.720379, -3.825286], [2.109213, 4.017258, -5.008638], [2.829428, 2.207399, -6.084271], [4.119225, 3.122651, -5.324437], [3.563155, 2.200024, -3.225997], [2.946177, 0.878955, -4.256731], [1.229324, 2.132430, -2.574147], [0.613211, 1.839030, -4.210644], [2.689441, 4.932963, -4.901676], [1.427243, 4.155098, -5.850913], [1.006672, -2.765941, 3.023339], [0.515685, -2.741829, 4.465085], [-0.895277, -3.371090, 4.359757], [-1.148049, -3.655970, 3.000263], [-0.298842, -2.844231, 2.229440], [1.629862, -3.638550, 2.824326], [1.583028, -1.916758, 2.646299], [0.412682, -1.789629, 4.990361], [1.155519, -3.289676, 5.161208], [-1.642117, -2.627136, 4.674722], [-1.074339, -4.243470, 4.988171], [-0.735699, -1.846312, 2.073004], [-0.151370, -3.209315, 1.211334]],
  "atomic_forces_ev_per_a": [[0.6, 0.1, -0.2], [0.2, -0.4, 0.0], [-0.6, 0.8, 0.1], [0.3, -0.2, -0.1], [-0.3, 0.9, -1.4], [0.1, -0.1, 0.2], [-0.3, -0.3, 0.2], [-0.1, 0.0, 0.1], [-0.2, 0.3, -0.1], [0.1, -0.1, 0.3], [0.4, -0.4, 0.1], [0.0, -0.2, 0.4], [-0.2, -0.5, 0.3], [-0.1, 0.1, 0.4], [0.2, 0.0, 0.1], [-0.1, 0.9, 0.6], [0.1, -0.6, -0.3], [0.6, 1.0, -0.1], [-0.1, 0.0, 0.0], [0.0, -0.4, -0.1], [-0.1, 0.0, 0.3], [-0.1, 0.1, -0.1], [-0.1, -0.7, -0.4], [-0.1, -0.1, 0.1], [-0.3, -0.1, -0.4], [0.0, -0.1, 0.0], [0.3, -0.6, 0.0], [0.8, -0.3, -0.4], [0.3, 0.9, 0.0], [0.1, -0.4, -0.4], [-0.4, 1.0, 0.4], [-0.1, 0.2, -0.1], [-0.2, 0.1, 0.1], [-0.3, -0.2, 0.5], [-0.5, -0.1, 0.0], [0.0, 0.3, -0.1], [-0.3, -0.4, 0.2], [0.1, -0.1, -0.2], [0.2, -0.3, 0.0], [-0.3, -0.8, 1.5], [0.6, 0.8, -1.9], [-0.7, 1.1, 2.1], [0.9, -0.9, 0.7], [0.0, 0.2, -1.1], [-0.1, 0.0, -0.3], [0.1, 0.0, -0.4], [0.0, -0.2, -0.1], [-0.1, -0.3, 0.5], [-0.2, -0.2, -0.8], [0.1, 0.1, -0.4], [0.0, -0.1, 0.1], [-0.2, 0.2, 0.1], [0.7, -0.1, -0.3], [-0.5, 0.2, -0.4], [0.2, -1.3, -0.5], [-0.8, 0.6, 0.1], [0.7, 0.5, 0.8], [-0.6, 0.0, 0.3], [-0.1, -0.1, 0.1], [0.3, 0.3, 0.0], [0.0, -0.1, 0.0], [-0.1, 0.3, 0.3], [0.1, 0.3, -0.1], [0.1, -0.1, -0.1], [0.0, -0.3, -0.1], [-0.4, -0.3, -0.3], [0.6, 0.2, -1.1], [-0.1, 0.4, 1.3], [0.2, 0.4, -0.2], [0.5, -0.6, -0.2], [-0.1, 0.4, -0.2], [0.0, 0.1, 0.1], [-0.4, -0.2, 0.4], [0.0, -0.1, 0.2], [-0.3, 0.0, -0.1], [0.3, -0.3, -0.3], [-0.3, 0.1, 0.4], [0.0, -0.1, -0.1], [0.0, 0.5, -0.7], [-0.1, -0.4, 0.9], [-0.5, 0.8, 0.4], [0.0, -0.8, -0.3], [0.4, 0.6, -0.3], [-0.2, -0.2, 0.1], [0.0, 0.2, 0.5], [0.1, 0.4, -0.7], [0.0, -0.3, -0.3], [0.1, 0.0, 0.1], [0.2, -0.2, -0.3], [0.0, 0.0, 0.3], [-0.2, -0.5, 0.2]],
  "relative_energy_kcal_mol": 18.8,
  "spin_multiplicity": 1,
  "smiles": "C1CCOC1.C1CCOC1.C1CCOC1.C1CCOC1.C1CCOC1.C1CCOC1.C1CCOC1",
  "lumo_energy_ev": 0.671
}

no.,total energy (a.u.)
1,-4362.24436
2,-1626.99014